Formula: C32H40N8
Source: OMol25
Level of theory: the ωB97M-V functional and the def2-TZVPD basis

The HOMO-LUMO gap is 8.2526 eV. The HOMO energy comes out at -7.803 eV. As for the energy above the lowest of the compared OMol25 structures with the same formula, charge and spin: 22.5 kcal/mol. As for the total energy: -1681.3310 Ha.

Atoms and positions in Å:
C 17.382329 32.088464 -31.229409
C 16.680433 31.951871 -32.454288
C 15.635773 31.086966 -32.232018
N 15.590552 30.846275 -30.888276
C 16.681534 31.394435 -30.270234
H 18.317934 32.616499 -31.144338
H 16.857882 32.436051 -33.400796
H 14.771463 30.855492 -32.835921
H 14.931672 30.194302 -30.487785
H 16.820232 31.132507 -29.233673
C 13.704784 24.799562 -39.666179
C 13.817872 24.159056 -40.922584
C 14.601846 24.963530 -41.718339
N 14.945950 26.068202 -40.980687
C 14.349201 26.004184 -39.745051
H 13.251771 24.412233 -38.768215
H 13.498641 23.147610 -41.108074
H 14.863214 24.857766 -42.756955
H 15.464904 26.869664 -41.284053
H 14.529782 26.823681 -39.068400
C 14.410172 23.125625 -36.314307
C 13.897320 22.644444 -35.081205
C 13.538975 23.729058 -34.333462
N 13.790561 24.842541 -35.093896
C 14.344189 24.494307 -36.294311
H 14.879782 22.518612 -37.073753
H 13.770762 21.648627 -34.685667
H 13.136345 23.796664 -33.336763
H 13.592010 25.793929 -34.831056
H 14.559664 25.300845 -36.971331
C 11.858913 27.726661 -35.176296
C 12.861477 28.087899 -36.134842
C 14.021436 28.313826 -35.422008
N 13.788148 28.012904 -34.119593
C 12.470340 27.689695 -33.951200
H 10.835171 27.518673 -35.435761
H 12.720625 28.245200 -37.190229
H 15.009800 28.626657 -35.716691
H 14.513766 27.982181 -33.419126
H 12.151094 27.415220 -32.959384
C 11.126723 23.653446 -31.419151
C 10.887214 23.139371 -30.108621
C 10.662963 24.222107 -29.296862
N 10.783091 25.369700 -30.037114
C 11.002779 25.009148 -31.345719
H 11.286217 23.090690 -32.323496
H 10.846798 22.083975 -29.899606
H 10.535137 24.252905 -28.227177
H 10.514462 26.278131 -29.710808
H 10.960076 25.740650 -32.137499
C 16.194557 26.217221 -32.884546
C 16.860564 27.003681 -33.836316
C 17.160299 28.216731 -33.273247
N 16.796581 28.150792 -31.955868
C 16.194560 26.939842 -31.708044
H 15.876224 25.196057 -33.017879
H 16.983816 26.667804 -34.854957
H 17.644140 29.062653 -33.729763
H 16.990524 28.827672 -31.239761
H 15.874882 26.712891 -30.704725
C 13.737543 31.912307 -39.557212
C 12.689463 31.042456 -39.169824
C 11.534083 31.763737 -39.358342
N 11.859496 33.015092 -39.821309
C 13.203979 33.112954 -39.973359
H 14.778430 31.628223 -39.507468
H 12.819017 30.074001 -38.724821
H 10.493578 31.540393 -39.180749
H 11.147432 33.698625 -39.988473
H 13.627169 34.018958 -40.372626
C 12.847977 28.199654 -30.536021
C 13.561016 28.549708 -29.365730
C 13.141979 29.827468 -29.076287
N 12.357661 30.318506 -30.083540
C 12.226706 29.338699 -31.027660
H 12.817273 27.248330 -31.046745
H 14.196543 27.884622 -28.808258
H 13.330708 30.510769 -28.259408
H 11.971752 31.239421 -30.160883
H 11.794389 29.465200 -32.007341

Forces on the atoms, in the same order (eV/Å):
0.244 0.169 -0.114
-0.211 -0.569 -0.252
-0.730 1.284 0.375
0.009 -0.673 -0.541
-0.291 -0.418 -0.091
-0.078 0.054 0.360
0.312 -0.040 0.048
0.207 -0.232 -0.169
0.099 0.085 0.284
0.361 0.397 0.030
-0.261 0.288 0.522
0.650 -0.041 0.228
-0.248 -0.020 0.087
-0.575 0.013 -0.074
0.706 -0.062 -0.381
-0.198 -0.030 -0.134
-0.167 0.099 -0.342
0.229 0.015 0.048
0.005 -0.044 -0.296
-0.179 -0.201 0.266
0.520 -0.532 -0.348
-0.070 -0.063 0.498
-0.068 0.668 -0.379
0.033 0.109 0.364
-0.539 0.152 0.763
-0.213 0.089 -0.126
0.255 -0.175 -0.430
-0.022 0.080 -0.049
-0.044 -0.059 0.056
0.251 -0.286 -0.307
0.321 0.051 -0.671
0.016 0.462 0.703
0.091 -0.387 -0.511
-0.106 0.453 -0.010
0.150 -0.275 0.413
-0.074 -0.090 0.267
-0.021 -0.049 -0.019
-0.057 -0.061 -0.157
-0.101 -0.024 0.119
-0.302 -0.016 -0.266
-0.410 -0.034 0.214
0.066 0.285 -0.628
0.358 -0.389 0.440
-0.339 -0.774 -0.277
0.036 0.607 -0.174
-0.014 -0.036 0.025
0.086 0.086 0.445
-0.157 0.087 -0.035
0.132 0.151 -0.056
0.190 -0.008 0.059
0.287 -0.261 1.142
-0.466 -0.027 -0.824
0.520 -0.296 -0.136
-0.286 -0.347 -0.114
0.194 0.104 -0.110
-0.193 0.062 0.022
0.207 0.348 -0.060
-0.002 0.144 0.294
-0.031 0.267 -0.177
-0.098 -0.148 -0.072
0.640 -0.015 -0.119
-0.299 0.942 -0.083
-0.312 0.010 0.246
-0.675 -0.960 0.161
0.289 -0.133 0.129
0.019 0.292 -0.153
-0.201 -0.153 -0.123
0.103 -0.173 0.056
0.216 0.293 -0.208
0.233 -0.099 0.095
0.191 0.512 -1.352
-1.188 0.078 0.159
0.397 1.192 0.799
0.323 -0.945 -0.525
-0.060 -0.989 0.252
0.376 0.007 0.120
-0.060 0.157 0.313
0.271 -0.351 0.104
0.107 0.150 0.147
-0.353 0.245 0.241